[1]
ORCA calculation (ωB97M-V/def2-TZVPD) on a structure of composition C16H19AuN4O2.

Structure (XYZ):
```
42
Properties=species:S:1:pos:R:3:forces:R:3
Au -0.16778 0.30805 -0.36200 -0.013 -0.097 0.033
O -0.96170 -1.94384 -3.77393 0.012 -0.002 -0.007
O 0.45939 1.01376 1.50661 0.023 0.015 -0.030
N 1.70412 1.01332 3.34056 -0.005 0.007 0.004
N -2.97990 1.70622 -1.86003 0.035 -0.001 -0.025
N -0.24949 -2.53871 -0.34395 0.008 0.007 0.004
N -0.79510 -0.36220 -2.15112 -0.016 0.074 0.019
C 0.81138 2.04776 3.86046 0.001 -0.003 0.000
C -0.29964 -2.73227 -1.65979 -0.015 -0.016 0.013
C -1.80567 1.84041 -2.48402 -0.096 -0.035 0.002
C 1.43826 0.53829 2.12043 0.004 0.002 0.033
C -1.66211 4.15352 -1.88124 0.032 -0.013 -0.025
C -0.02538 -3.97116 -2.23568 -0.005 0.000 -0.013
C -1.12231 3.05009 -2.52219 0.026 0.038 0.009
C -1.25281 0.60703 -3.14342 0.032 -0.034 0.003
C 0.06180 -3.57145 0.43608 0.012 -0.001 -0.006
C -0.71171 -1.61359 -2.61114 0.024 0.003 -0.007
C 2.29131 -0.52943 1.50787 -0.015 0.010 -0.025
C 0.31339 -5.03269 -1.41882 0.003 0.003 0.002
C -2.87029 4.01271 -1.22189 -0.039 -0.030 0.014
C -3.48593 2.76777 -1.24591 0.006 0.054 0.012
C 2.83203 0.55272 4.14290 -0.003 0.003 -0.002
C 0.35491 -4.83485 -0.04614 -0.003 -0.003 -0.001
H 0.83713 2.93119 3.22367 0.001 0.002 -0.001
H 0.07202 -3.37821 1.50516 -0.006 0.007 -0.003
H 1.12826 2.31372 4.86418 0.001 -0.003 0.000
H -3.33466 4.84217 -0.70580 0.002 -0.001 0.000
H -0.21508 1.68512 3.88655 0.001 0.001 -0.002
H 2.84579 1.11699 5.07013 0.000 0.004 -0.001
H -1.14614 5.10544 -1.89580 0.000 0.001 0.000
H -4.43934 2.62095 -0.74861 0.000 -0.001 -0.001
H 2.74197 -0.50436 4.39324 -0.001 0.000 0.002
H -2.02821 0.14638 -3.75740 -0.008 0.012 0.005
H 2.74899 -0.11771 0.60706 0.009 0.007 0.006
H 0.60183 -5.63699 0.63625 0.000 -0.001 -0.003
H 3.78078 0.72013 3.63380 0.001 -0.002 -0.003
H 0.53498 -6.00350 -1.84364 -0.001 -0.001 0.002
H -0.17431 3.11368 -3.04061 -0.002 -0.003 -0.001
H -0.43079 0.88034 -3.81344 -0.006 0.005 -0.019
H 1.63543 -1.33601 1.17741 0.000 -0.002 0.002
H -0.09840 -4.06226 -3.30912 0.001 0.002 0.003
H 3.06299 -0.91852 2.16333 -0.002 -0.007 0.004
```
Forces are in eV/Å.

The calculation puts the relative energy (zero: lowest compared OMol25 entry of this formula, charge and spin) at 3.5 kcal/mol. As for the HOMO energy: -7.81 eV. The HOMO-LUMO gap comes out at 8.1 eV. The LUMO energy is 0.283 eV. The max |F| comes out at 0.10 eV/Å.

***

[2]
ORCA calculation (ωB97M-V/def2-TZVPD) on a cluster of 2 separate species, C9H14 in total in a non-equilibrium geometry.

Structure (XYZ):
```
23
Properties=species:S:1:pos:R:3:forces:R:3
C 0.23827 -2.84973 -0.13371 2.062 -3.961 -0.756
C 1.63743 -2.59735 -0.16191 -1.572 3.014 0.316
C 2.03697 -1.27616 -0.39395 1.550 -0.897 0.067
C -0.10990 -0.68130 -1.18242 -4.060 -0.545 0.522
C 1.21193 -0.42682 -1.15754 0.793 1.328 2.049
C -1.50587 2.02207 1.19502 0.379 -0.189 -0.469
C 1.75383 0.67250 -2.00986 2.152 -2.824 -1.932
C -0.62887 -1.92295 -0.62742 -3.239 2.220 -0.590
C -2.19823 2.26487 2.51095 -1.311 -6.699 -1.015
H -3.30927 2.20730 2.27723 1.224 -0.168 0.741
H 3.06425 -1.00584 0.03558 -1.275 -0.090 -1.556
H 2.42368 -3.27273 0.02196 0.317 -1.095 0.823
H 2.79880 0.24438 -2.15178 -0.964 0.654 -0.684
H 0.10550 -4.00031 0.05272 -0.911 2.486 -0.127
H -2.04254 3.08312 3.03099 1.157 4.213 2.166
H -0.87912 0.16619 -1.53085 1.864 -2.236 0.400
H -1.84514 -2.00817 -0.62188 3.342 -0.174 0.056
H 1.18275 0.47694 -2.94499 0.748 0.805 0.237
H -0.48192 2.35276 1.05533 0.105 0.587 0.359
H -2.17256 2.55914 0.55997 0.174 0.103 -1.649
H -1.41378 0.94897 0.92447 -0.703 0.588 0.181
H -1.87546 1.35355 3.14579 -1.016 1.550 -0.316
H 2.00924 1.68957 -1.89371 -0.817 1.330 1.177
```
Forces are in eV/Å.

The calculation puts the relative energy (zero: lowest compared OMol25 entry of this formula, charge and spin) at 72.9 kcal/mol. As for the HOMO energy: -8.94 eV. The HOMO-LUMO gap comes out at 9.9 eV. The LUMO energy is 0.933 eV. The max |F| comes out at 6.90 eV/Å.

***

Q: Which formula does entry 2 have?
A: C9H14

***

Q: Which formula does entry 2 have?
A: C9H14

***

Q: The highest max |F| belongs to which entry?
A: C9H14